(a)
This record from the OMol25 dataset describes C35H24Br2MoN9O7S as an isolated structure. The level of theory is the ωB97M-V functional and the def2-TZVPD basis.

Last column: Löwdin charge in e.
Element x y z (Å)
Mo -0.2293 -0.3483 -0.6482  1.43
C 2.4909 -0.6628 2.9537  -0.04
C 2.2282 -1.9117 3.5024  -0.05
C 1.1755 -2.6300 2.9983  0.00
C 0.3928 -2.1018 1.9652  -0.30
N 0.6915 -0.9284 1.3686  0.04
C 1.7272 -0.2390 1.8948  -0.13
N -0.7224 -2.8494 1.6646  0.19
C -1.7082 -2.3838 1.0071  -0.29
N -1.8729 -1.1438 0.3917  -0.02
C -3.1891 -1.0879 -0.0582  -0.28
N -3.8592 -0.1412 -0.5897  0.17
C -3.3633 1.1191 -0.8540  -0.33
C -4.3561 2.0440 -1.2141  -0.01
C -4.0207 3.3350 -1.5271  -0.06
C -2.6751 3.6771 -1.4972  -0.05
C -1.7588 2.7110 -1.1599  -0.17
N -2.0616 1.4433 -0.8122  0.03
C -3.8468 -2.3860 0.1995  -0.10
C -5.1198 -2.8348 -0.1030  0.00
C -5.4284 -4.1394 0.2558  -0.07
C -4.4955 -4.9530 0.9056  -0.07
C -3.2282 -4.4829 1.2192  0.00
C -2.9322 -3.1852 0.8429  -0.10
H 3.2904 -0.0317 3.3136  0.11
H 2.8305 -2.3045 4.3113  0.11
H 0.8897 -3.5982 3.3797  0.11
H 1.9788 0.6922 1.4262  0.09
H -5.3748 1.6870 -1.2310  0.11
H -4.7781 4.0549 -1.8085  0.11
H -2.3278 4.6677 -1.7530  0.11
H -0.7190 2.9748 -1.2087  0.08
H -5.8283 -2.1931 -0.6087  0.11
H -6.4070 -4.5411 0.0259  0.10
H -4.7707 -5.9675 1.1642  0.10
H -2.4922 -5.0953 1.7224  0.12
O 3.0773 6.1708 4.4411  -0.37
S 2.9000 7.4022 3.6971  0.38
O 3.9196 8.4037 3.9131  -0.36
O 1.5351 7.9030 3.6624  -0.37
C 3.1121 6.8861 1.9609  -0.34
N 3.7199 7.7104 1.1067  0.13
C 3.7816 7.3143 -0.1568  -0.12
C 3.2583 6.1102 -0.5993  -0.01
C 2.6539 5.3243 0.3714  -0.23
N 2.5771 5.7108 1.6373  0.16
C 2.0326 4.0074 0.0758  -0.12
C 2.3299 3.2665 -1.0616  0.02
C 1.7222 2.0436 -1.2666  -0.14
N 0.8383 1.5321 -0.4003  -0.14
C 0.5553 2.2454 0.7098  -0.17
C 1.1185 3.4677 0.9816  0.03
H 4.2692 7.9916 -0.8514  0.11
H 3.3080 5.8232 -1.6401  0.10
H 3.0454 3.6176 -1.7918  0.11
H 1.9217 1.4549 -2.1506  0.08
H -0.1612 1.8020 1.3914  0.12
H 0.8799 4.0066 1.8881  0.13
Br 0.4450 -8.6367 -1.8599  0.71
C -0.2963 -6.9154 -2.1490  -0.67
C -1.4210 -6.7853 -2.9473  -0.20
N -1.9916 -5.6111 -3.1920  0.08
C -1.4484 -4.5278 -2.6379  -0.07
C -0.3251 -4.5708 -1.8220  -0.09
C 0.2691 -5.7974 -1.5706  -0.04
C 0.2465 -3.3343 -1.1752  -0.58
O 1.2366 -3.4162 -0.4676  0.06
O -0.4320 -2.2655 -1.4509  -0.28
H -1.8717 -7.6608 -3.4010  0.10
H -1.9164 -3.5741 -2.8474  0.12
H 1.1431 -5.8458 -0.9355  0.12
C 4.1374 -1.0863 -0.8443  -0.05
O 2.8382 -0.6333 -0.4568  -0.17
C 1.8327 -0.9591 -1.3192  -0.59
O 2.1012 -1.4626 -2.3754  -0.01
H 4.7963 -0.8442 -0.0134  0.09
H 4.4686 -0.5816 -1.7524  0.09
H 4.1229 -2.1600 -1.0245  0.10
Br -0.4603 0.2087 -3.1147  0.20

Values from the calculation:
Charge: -1
HOMO-LUMO gap (alpha / beta), eV: 6.2502 / 6.2485
Lowest unoccupied orbital energy (alpha / beta), Ha: 0.0187 / 0.0186

(b)
This record from the OMol25 dataset describes C35H24Br2MoN9O7S as an isolated structure. The level of theory is the ωB97M-V functional and the def2-TZVPD basis.

Last column: Löwdin charge in e.
Element x y z (Å)
Mo 0.1475 0.5628 -2.0469  1.41
C -2.2251 -2.5692 -4.0695  -0.05
C -1.8044 -2.5391 -5.3933  -0.06
C -0.7125 -1.7714 -5.7237  -0.01
C -0.0491 -1.0307 -4.7416  -0.29
N -0.5042 -1.0147 -3.4696  0.01
C -1.5544 -1.7950 -3.1506  -0.09
N 1.1239 -0.4082 -5.1668  0.18
C 2.0357 -0.0972 -4.3192  -0.32
N 1.9089 -0.0618 -2.9574  -0.05
C 3.1685 -0.0309 -2.3767  -0.31
N 3.4748 -0.2360 -1.1603  0.17
C 2.5200 -0.7104 -0.2571  -0.34
C 3.0324 -1.2721 0.9097  0.00
C 2.1900 -1.8594 1.8277  -0.03
C 0.8322 -1.8868 1.5513  -0.05
C 0.3802 -1.2809 0.3985  -0.12
N 1.1915 -0.6792 -0.4915  -0.03
C 4.1482 0.2211 -3.4619  -0.10
C 5.5134 0.4222 -3.4283  0.00
C 6.1632 0.6043 -4.6443  -0.07
C 5.4637 0.5572 -5.8499  -0.07
C 4.0924 0.3262 -5.8753  -0.01
C 3.4519 0.1757 -4.6614  -0.11
H -3.0724 -3.1577 -3.7490  0.11
H -2.3184 -3.1157 -6.1515  0.11
H -0.3181 -1.7272 -6.7281  0.11
H -1.8862 -1.7593 -2.1227  0.09
H 4.1022 -1.2303 1.0516  0.12
H 2.5799 -2.2832 2.7437  0.12
H 0.1167 -2.3233 2.2337  0.11
H -0.6766 -1.2395 0.1905  0.09
H 6.0454 0.4401 -2.4864  0.12
H 7.2308 0.7813 -4.6593  0.10
H 6.0008 0.6976 -6.7791  0.10
H 3.5398 0.2697 -6.8039  0.12
O 1.5226 -0.5835 10.0684  -0.37
S 1.6916 -0.8548 8.6563  0.38
O 2.2188 0.2474 7.8778  -0.37
O 2.2653 -2.1548 8.3411  -0.37
C -0.0059 -1.0794 8.0272  -0.34
N -0.8902 -1.6908 8.8204  0.12
C -2.0870 -1.9109 8.2982  -0.13
C -2.4291 -1.5512 7.0048  -0.01
C -1.4412 -0.9223 6.2631  -0.23
N -0.2413 -0.6829 6.7809  0.16
C -1.6250 -0.4991 4.8444  -0.14
C -0.6624 0.3034 4.2401  0.01
C -0.8069 0.6305 2.9029  -0.13
N -1.8161 0.2021 2.1420  0.07
C -2.7507 -0.5379 2.7335  -0.13
C -2.7051 -0.9046 4.0691  -0.01
H -2.8111 -2.4020 8.9421  0.10
H -3.4182 -1.7512 6.6185  0.09
H 0.1888 0.6368 4.8189  0.12
H -0.0590 1.2375 2.4017  0.10
H -3.5550 -0.8854 2.0915  0.10
H -3.4896 -1.5314 4.4712  0.10
Br -7.1765 2.5135 1.2157  0.73
C -5.3958 2.5468 0.5752  -0.67
C -4.7135 3.7525 0.5058  -0.19
N -3.4644 3.8415 0.0636  0.09
C -2.8539 2.7211 -0.3168  -0.07
C -3.4651 1.4745 -0.2772  -0.11
C -4.7718 1.3844 0.1774  -0.05
C -2.7634 0.2235 -0.6974  -0.55
O -3.3029 -0.8641 -0.6516  0.07
O -1.5272 0.3970 -1.0879  -0.29
H -5.1940 4.6727 0.8173  0.10
H -1.8308 2.8206 -0.6575  0.08
H -5.2655 0.4231 0.2114  0.12
C 1.9229 3.1529 -4.1704  -0.04
O 0.5179 2.8579 -4.2816  -0.02
C 0.0236 1.9436 -3.4980  -0.63
O -1.1848 1.7249 -3.4007  -0.03
H 2.3558 3.0464 -5.1626  0.10
H 2.4034 2.4851 -3.4600  0.05
H 2.0145 4.1765 -3.8177  0.10
Br 1.2454 2.4112 -0.6824  0.16

Values from the calculation:
Charge: -1
HOMO-LUMO gap, eV: 5.7669
Lowest unoccupied orbital energy, Ha: 0.0154

Which is the most stable structure? (b) is the most stable.